DFT (wB97M-V/def2-TZVPD) results for C11H21N5O5 in the gas phase at a distorted geometry.

Output
lowest unoccupied orbital energy	0.27	eV
SMILES	[H]/N=C(/N)NCCC[C@H](N)C(=O)N[C@@H](CCC(=O)O)C(=O)O
energy relative to the best compared isomer or geometry (same formula, charge and spin)	27.5	kcal/mol
E_HOMO	-8.4	eV
energy	-29436.94751	eV

CARTESIAN COORDINATES (ANGSTROEM)
O -0.9521 -1.4868 -0.5710
O 1.7994 0.5535 2.0368
O 1.5542 2.7310 2.1101
O -2.0029 4.9539 4.7057
O -3.1001 3.0606 4.3486
N -0.5845 -4.2212 -0.4018
N 1.4969 -4.7243 -1.2909
N 1.3230 1.0832 -0.9920
N -0.7154 0.1690 0.9293
N -0.1073 -3.5173 -2.5554
C -1.3485 2.0021 2.4240
C 1.3228 -1.4443 -2.7462
C -0.3645 1.4997 1.3586
C 0.0618 0.4755 -1.4161
C 0.3636 -4.1783 -1.4349
C 1.0778 1.6586 1.8288
C -0.6084 -0.3274 -0.3094
C -1.1182 3.4426 2.9603
C 0.2415 -0.3428 -2.7073
C -2.1910 3.7957 4.0457
C 0.8109 -2.7329 -3.4128
H -0.7215 -0.7387 -3.0245
H 2.0786 0.3993 -1.0123
H 1.7620 -1.7523 -1.7583
H -2.3493 1.9718 1.9137
H 1.9262 -4.6684 -2.2317
H -0.4534 2.1693 0.5012
H 1.5348 1.7323 -1.7302
H -1.4726 1.3471 3.2998
H 0.3737 0.4365 -3.5148
H -1.1959 5.4542 4.4117
H -1.1084 4.2103 2.1700
H 1.6837 -3.3448 -3.6359
H 0.2949 -2.5070 -4.3690
H -0.1753 -4.6371 0.4324
H -0.1265 3.4920 3.5037
H 2.1647 -1.0646 -3.3491
H -0.8858 -0.5222 1.6501
H -1.1633 -3.3836 -0.3156
H -1.0540 -3.1574 -2.6195
H 2.6453 0.8793 2.4015
H -0.7167 1.2337 -1.6334

Mulliken charges, unit e, in atom order: number 1, O, carries -0.737; number 2, O, carries -0.440; number 3, O, carries -0.629; number 4, O, carries -0.505; number 5, O, carries -0.537; number 6, N, carries -0.567; number 7, N, carries -0.782; number 8, N, carries -0.462; number 9, N, carries -0.002; number 10, N, carries -0.166; number 11, C, carries -1.145; number 12, C, carries -0.164; number 13, C, carries 0.488; number 14, C, carries -0.041; number 15, C, carries 0.596; number 16, C, carries 0.211; number 17, C, carries 0.367; number 18, C, carries -0.649; number 19, C, carries -1.277; number 20, C, carries 0.692; number 21, C, carries -1.546; number 22, H, carries 0.535; number 23, H, carries 0.284; number 24, H, carries 0.331; number 25, H, carries 0.363; number 26, H, carries 0.267; number 27, H, carries 0.186; number 28, H, carries 0.295; number 29, H, carries 0.351; number 30, H, carries 0.527; number 31, H, carries 0.360; number 32, H, carries 0.354; number 33, H, carries 0.304; number 34, H, carries 0.428; number 35, H, carries 0.269; number 36, H, carries 0.381; number 37, H, carries 0.416; number 38, H, carries 0.303; number 39, H, carries 0.359; number 40, H, carries 0.305; number 41, H, carries 0.391; number 42, H, carries 0.284